Formula: C16H42BaN3O9
Source: the OMol25 dataset
Level of theory: ωB97M-V/def2-TZVPD

Values from the calculation:
HOMO-LUMO gap, eV: 7.45
Relative energy (zero: lowest compared OMol25 entry of this formula, charge and spin), kcal per mole: 31.09
LUMO, Ha: -0.1061
HOMO energy, eV: -10.332
Total energy, Eh: -1501.38012

```
! wB97M-V def2-TZVPD RIJCOSX def2/J DEFGRID3
* xyz 1 1
Ba 0.59 0.09 0.22
N 1.38 -0.60 3.83
O 1.77 -0.25 2.72
O 0.41 -1.36 3.80
O 1.82 -0.26 4.90
C 0.79 4.35 -2.47
C 0.21 3.39 -1.48
O 1.04 2.26 -1.38
H 1.77 4.74 -2.23
H 0.13 5.22 -2.47
H 0.77 3.85 -3.44
H -0.78 3.04 -1.76
H 0.10 3.97 -0.56
H 1.23 2.10 -2.30
C -3.42 0.87 -2.91
C -2.58 -0.04 -2.13
O -1.28 0.52 -1.90
H -3.12 1.84 -2.53
H -4.49 0.72 -2.80
H -3.23 0.78 -3.98
H -2.38 -0.91 -2.75
H -3.08 -0.32 -1.20
H -0.89 0.80 -2.73
C 1.16 -3.41 1.40
O 0.77 -2.65 0.26
C 0.51 -3.46 -0.93
C 0.40 -2.55 -2.17
N 1.27 -1.41 -2.14
C 2.69 -1.59 -1.95
C 3.51 -0.33 -1.71
O 3.12 0.10 -0.41
C 4.18 0.95 0.12
H 1.33 -4.47 1.22
H 0.46 -3.47 2.23
H 2.09 -3.09 1.86
H -0.38 -4.08 -0.96
H 1.32 -4.18 -1.03
H -0.61 -2.16 -2.31
H 0.78 -3.07 -3.05
H 1.28 -1.03 -3.08
H 3.11 -2.14 -2.80
H 2.85 -2.08 -0.99
H 3.27 0.41 -2.48
H 4.54 -0.66 -1.79
H 5.02 1.24 -0.51
H 4.49 0.47 1.05
H 3.74 1.92 0.38
C -2.83 -3.62 0.55
O -2.75 -2.15 0.57
C -2.51 -1.65 1.90
C -2.71 -0.16 2.21
N -1.94 0.53 1.20
C -1.90 2.00 1.36
C -0.88 2.44 2.41
O 0.41 2.15 2.03
C 1.31 2.79 2.99
H -3.04 -4.02 -0.44
H -3.58 -3.98 1.26
H -1.86 -3.91 0.94
H -1.50 -1.83 2.28
H -3.17 -2.16 2.60
H -2.51 0.07 3.26
H -3.78 -0.09 2.02
H -2.49 0.28 0.39
H -2.87 2.39 1.67
H -1.54 2.47 0.45
H -1.15 2.01 3.38
H -1.07 3.51 2.50
H 1.11 2.46 4.01
H 1.22 3.88 2.96
H 2.36 2.54 2.81
*
```

Atom-resolved charges from Löwdin, all expressed in e: atom 1 (Ba): 2.102, atom 2 (N): -0.649, atom 3 (O): -0.194, atom 4 (O): -0.054, atom 5 (O): 0.041, atom 6 (C): -0.061, atom 7 (C): -0.348, atom 8 (O): -0.210, atom 9 (H): 0.094, atom 10 (H): 0.093, atom 11 (H): 0.085, atom 12 (H): 0.100, atom 13 (H): 0.125, atom 14 (H): 0.079, atom 15 (C): -0.067, atom 16 (C): -0.303, atom 17 (O): -0.212, atom 18 (H): 0.086, atom 19 (H): 0.096, atom 20 (H): 0.089, atom 21 (H): 0.112, atom 22 (H): 0.105, atom 23 (H): 0.086, atom 24 (C): -0.096, atom 25 (O): -0.345, atom 26 (C): -0.161, atom 27 (C): -0.173, atom 28 (N): -0.178, atom 29 (C): -0.215, atom 30 (C): -0.212, atom 31 (O): -0.397, atom 32 (C): -0.041, atom 33 (H): 0.094, atom 34 (H): 0.083, atom 35 (H): 0.099, atom 36 (H): 0.116, atom 37 (H): 0.127, atom 38 (H): 0.103, atom 39 (H): 0.132, atom 40 (H): 0.119, atom 41 (H): 0.137, atom 42 (H): 0.127, atom 43 (H): 0.128, atom 44 (H): 0.139, atom 45 (H): 0.100, atom 46 (H): 0.105, atom 47 (H): 0.085, atom 48 (C): -0.045, atom 49 (O): -0.209, atom 50 (C): -0.215, atom 51 (C): -0.180, atom 52 (N): -0.189, atom 53 (C): -0.175, atom 54 (C): -0.271, atom 55 (O): -0.336, atom 56 (C): -0.038, atom 57 (H): 0.093, atom 58 (H): 0.090, atom 59 (H): 0.074, atom 60 (H): 0.095, atom 61 (H): 0.126, atom 62 (H): 0.140, atom 63 (H): 0.126, atom 64 (H): 0.059, atom 65 (H): 0.134, atom 66 (H): 0.096, atom 67 (H): 0.135, atom 68 (H): 0.133, atom 69 (H): 0.098, atom 70 (H): 0.094, atom 71 (H): 0.090